# 1
65
Properties=species:S:1:pos:R:3 method="wB97M-V/def2-TZVPD" spin_multiplicity=4 lumo_energy_ev="-6.61 / -6.72" charge=+2 homo_ha="-0.447 / -0.495" e_above_lowest_kj_mol=41.38 energy_ha=-2297.99827
P 0.33 -2.43 0.25
P -0.32 2.08 0.69
C -0.16 -0.63 -1.05
C 0.25 0.88 -0.86
H -1.22 -0.78 -1.27
H 0.47 -0.99 -1.86
H 1.24 1.14 -1.24
H -0.51 1.42 -1.41
C -2.03 2.52 0.43
H -2.35 3.32 1.13
H -2.70 1.65 0.58
H -2.10 2.89 -0.61
C 0.91 3.35 0.37
H 0.60 3.85 -0.56
H 1.91 2.92 0.21
H 0.99 4.07 1.19
C -1.10 -3.47 -0.11
H -1.20 -4.25 0.65
H -1.04 -3.94 -1.10
H -2.03 -2.88 -0.08
C 1.83 -3.12 -0.47
H 2.68 -2.43 -0.36
H 1.67 -3.32 -1.54
H 2.09 -4.06 0.05
Re 0.46 -0.23 0.77
C 0.73 1.16 -3.62
C -0.63 1.22 -3.53
C -1.55 0.48 -4.43
C -1.16 -1.00 -4.72
C -0.39 -1.71 -3.66
C 0.96 -1.74 -3.62
C 1.83 -0.96 -4.57
C 1.44 0.51 -4.76
C 0.31 -2.05 2.20
H 1.37 1.82 -3.02
H -1.15 2.02 -2.98
H -1.64 1.00 -5.41
H -2.55 0.50 -3.97
H -2.12 -1.54 -4.86
H -0.64 -1.04 -5.69
H -0.98 -2.35 -3.00
H 1.50 -2.49 -3.04
H 1.83 -1.45 -5.57
H 2.86 -1.02 -4.19
H 2.38 1.06 -4.93
H 0.86 0.62 -5.70
H 1.17 -1.65 2.77
H 0.43 -3.15 2.24
H -0.66 -1.80 2.65
O -2.40 0.06 2.94
C -1.38 0.60 3.37
N -0.39 1.13 2.51
S 1.12 1.37 3.22
O 1.91 0.42 2.37
O 1.53 2.75 3.22
C 0.48 0.95 4.82
C 1.04 1.33 6.04
C 0.28 1.23 7.20
C -1.05 0.82 7.14
C -1.64 0.53 5.92
C -0.88 0.66 4.74
H 2.07 1.68 6.04
H 0.73 1.49 8.16
H -1.63 0.73 8.07
H -2.68 0.23 5.81


# 2
11
Properties=species:S:1:pos:R:3 method="wB97M-V/def2-TZVPD" lumo_energy_ev="-1.54 / -2.01" homo_ha="-0.360 / -0.375" e_above_lowest_kj_mol=514.52 energy_ha=-1104.88810
C -1.28 -0.88 -0.71
C 0.51 0.88 -0.93
C -0.32 -0.17 -0.13
N -1.96 -1.55 -1.32
O -0.08 -1.94 1.97
S 0.76 -1.12 1.14
Cl 1.72 0.54 2.05
H 0.76 0.75 -1.93
H -0.04 1.78 -1.00
H 1.38 0.84 -0.31
H -1.45 0.90 1.17


# 3
98
Properties=species:S:1:pos:R:3 method="wB97M-V/def2-TZVPD" lumo_energy_ev=-4.13 charge=+1 homo_ha=-0.407 energy_ha=-3357.70710
C -2.50 5.41 2.37
C -1.67 5.54 1.08
C -0.33 4.79 1.11
C -0.30 3.49 0.26
C -0.55 2.23 1.01
N 0.24 1.51 1.77
P 2.05 1.74 2.21
O 2.51 2.87 1.20
O 2.52 0.40 1.48
C -0.49 0.34 2.41
P -0.76 0.85 4.20
O -1.39 -0.18 5.04
P 0.51 -1.30 2.33
O 1.47 -1.17 3.62
Cl -0.84 -2.55 3.11
C -1.92 0.36 1.77
C -2.43 -0.93 1.09
C -3.43 -0.73 -0.05
C -4.77 -0.02 0.26
N -5.16 0.17 1.65
C -1.85 1.54 0.86
F -2.91 2.42 1.03
H -3.56 5.33 2.16
H -2.36 6.27 3.03
H -2.23 4.50 2.93
H -1.44 6.61 0.93
H -2.27 5.24 0.22
H -0.09 4.56 2.15
H 0.48 5.43 0.74
H 0.65 3.39 -0.24
H -1.10 3.57 -0.48
H 2.61 2.59 0.27
H 2.02 0.08 0.71
H -1.51 2.03 3.99
H 0.49 1.32 4.63
H 1.68 -0.31 3.95
H -2.62 0.61 2.57
H -2.89 -1.56 1.85
H -1.58 -1.48 0.69
H -2.94 -0.25 -0.91
H -3.66 -1.74 -0.40
H -4.78 0.97 -0.21
H -5.55 -0.59 -0.23
H -4.81 1.00 2.08
H -5.03 -0.63 2.24
H -1.83 1.24 -0.20
C 1.92 1.39 -3.90
C 1.49 0.06 -3.26
C 1.72 0.34 -1.78
O 1.48 1.75 -1.60
C 1.41 2.40 -2.90
H 1.51 1.54 -4.89
H 3.01 1.44 -3.97
H 0.43 -0.13 -3.45
H 2.06 -0.80 -3.61
H 2.75 0.11 -1.49
H 1.04 -0.22 -1.13
H 0.36 2.67 -3.09
H 2.00 3.31 -2.87
C 6.06 5.62 -0.42
C 4.80 5.37 0.42
C 3.70 5.58 -0.61
O 4.24 5.17 -1.86
C 5.66 5.00 -1.75
H 6.96 5.17 0.00
H 6.22 6.69 -0.53
H 4.79 4.34 0.79
H 4.70 6.03 1.28
H 3.40 6.63 -0.67
H 2.80 4.99 -0.40
H 5.89 3.93 -1.77
H 6.14 5.47 -2.61
C -1.58 -7.32 1.83
C -2.07 -5.88 1.90
C -2.41 -5.58 0.45
O -2.82 -6.82 -0.12
C -2.52 -7.90 0.77
H -1.64 -7.86 2.77
H -0.55 -7.35 1.48
H -2.97 -5.82 2.52
H -1.34 -5.18 2.30
H -1.53 -5.22 -0.10
H -3.21 -4.85 0.33
H -3.45 -8.27 1.21
H -2.07 -8.71 0.19
C 0.60 -6.59 -3.02
C 0.37 -5.72 -4.26
C -0.21 -4.45 -3.65
O 0.39 -4.33 -2.35
C 1.06 -5.54 -2.01
H 1.33 -7.38 -3.16
H -0.34 -7.04 -2.70
H 1.32 -5.51 -4.75
H -0.29 -6.18 -4.99
H -1.29 -4.53 -3.54
H 0.02 -3.56 -4.23
H 2.14 -5.38 -2.06
H 0.79 -5.81 -0.98


# 4
29
Properties=species:S:1:pos:R:3 method="wB97M-V/def2-TZVPD" lumo_energy_ev=0.34 homo_ha=-0.331 e_above_lowest_kj_mol=245.64 energy_ha=-1078.39212
C 1.85 -1.39 -0.11
C 0.98 -0.61 0.12
Si -0.38 0.45 0.89
C 0.30 1.98 1.82
C 1.70 2.36 1.31
C -1.08 0.86 -0.92
C -2.61 0.60 -1.21
C -1.74 -0.60 1.75
C -1.59 -2.00 1.23
H 2.43 -2.26 -0.35
H -0.42 2.78 1.66
H 0.36 1.69 2.88
H 2.34 1.43 1.18
H 1.75 2.79 0.32
H 2.21 2.90 1.98
H -1.02 1.93 -1.23
H -0.34 0.33 -1.67
H -3.01 0.97 -0.34
H -3.04 1.06 -2.10
H -2.71 -0.54 -1.36
H -1.51 -0.49 2.87
H -2.72 -0.29 1.38
H -0.77 -2.54 1.64
H -2.52 -2.51 1.37
H -1.48 -2.13 0.16
O 3.92 -1.80 -2.83
S 2.33 -2.01 -3.31
H 4.46 -2.26 -3.48
H 2.33 -0.68 -3.64


# 5
60
Properties=species:S:1:pos:R:3 method="wB97M-V/def2-TZVPD" lumo_energy_ev=0.94 charge=-1 homo_ha=-0.154 energy_ha=-1774.16562
C -0.79 -4.95 -0.46
C -0.80 -3.91 0.60
O 0.04 -2.80 0.18
C -0.06 -1.74 1.02
O -0.88 -1.67 1.89
C 0.92 -0.67 0.57
C 0.84 0.48 1.66
O 0.95 1.63 1.25
C 0.67 0.28 3.12
C 1.21 -0.80 3.83
C 1.16 -0.89 5.23
C 0.52 0.14 5.96
N 0.26 -0.02 7.36
O -0.36 0.89 7.96
O 0.64 -1.07 7.93
C 0.03 1.27 5.29
C 0.10 1.33 3.90
C 0.66 -0.35 -0.99
C -0.58 -0.61 -1.76
C -1.71 0.29 -1.59
O -1.69 1.20 -0.79
O -2.88 0.04 -2.30
C -2.81 -0.87 -3.40
C -2.14 -0.22 -4.61
C -4.26 -1.22 -3.76
O -2.11 -2.06 -3.02
C -0.86 -1.86 -2.43
O -0.09 -2.79 -2.45
C 1.38 0.88 -1.51
C 2.72 1.00 -1.17
C 3.28 2.23 -1.02
C 2.57 3.38 -1.38
O 3.02 4.55 -0.85
C 2.41 5.83 -1.15
C 1.39 3.23 -2.13
C 0.80 1.96 -2.21
H -1.45 -5.73 -0.08
H -1.16 -4.58 -1.41
H 0.21 -5.36 -0.60
H -1.83 -3.55 0.79
H -0.35 -4.29 1.55
H 1.93 -1.12 0.62
H 1.68 -1.60 3.27
H 1.57 -1.74 5.79
H -0.42 2.07 5.90
H -0.30 2.22 3.42
H 1.25 -1.27 -1.24
H -1.08 -0.01 -4.44
H -2.23 -0.91 -5.48
H -2.67 0.72 -4.86
H -4.73 -1.75 -2.93
H -4.82 -0.30 -3.96
H -4.30 -1.86 -4.65
H 3.34 0.10 -0.98
H 4.23 2.38 -0.49
H 3.00 6.56 -0.59
H 2.47 6.06 -2.23
H 1.36 5.85 -0.81
H 0.88 4.10 -2.54
H -0.11 1.89 -2.79


# 6
32
Properties=species:S:1:pos:R:3 method="wB97M-V/def2-TZVPD" spin_multiplicity=3 lumo_energy_ev="2.39 / 2.36" charge=-1 homo_ha="-0.062 / -0.059" energy_ha=-1818.85180
C -0.01 1.34 -2.00
C -0.88 1.94 -1.05
C -1.79 0.95 -0.58
C -1.51 -0.28 -1.26
C -0.43 -0.02 -2.17
Tm 0.61 -0.11 -0.11
N 1.71 -1.89 -1.93
C 1.85 1.08 1.17
C 1.09 2.01 1.80
H -2.66 1.12 0.07
H -0.96 3.03 -0.90
H -2.04 -1.24 -1.12
H 0.03 -0.74 -2.85
H 0.72 1.87 -2.62
H 0.90 3.06 1.41
H 1.69 -0.14 1.43
H 2.58 -1.90 -1.35
H 0.89 1.96 2.87
H 2.24 1.36 0.05
O -0.11 -2.33 2.65
B -0.58 -2.06 1.31
O -1.41 -3.17 0.93
C -1.28 -4.11 1.91
C -1.84 -5.36 1.99
C -1.72 -6.05 3.21
C -0.98 -5.51 4.27
C -0.32 -4.28 4.12
C -0.51 -3.59 2.95
H -2.36 -5.79 1.14
H -2.22 -7.01 3.33
H -0.91 -6.04 5.22
H 0.32 -3.86 4.90


Listing max |F| for the structures above in their given order: 0.073 0.111 0.033 0.091 0.070 0.113 Eh/bohr.